1.
16
Properties=species:S:1:pos:R:3 method="wB97M-V/def2-TZVPD" e_tot_ev=-7393.5421 charge=0 smiles=CC(C)[C@H]1CO1 homo_lumo_gap_ev=11.35 de_lowest_ev=1.2232 lumo_ev=1.147
C -0.57235 1.33577 -0.86897
C -0.43677 0.13791 0.06976
C -1.46229 -0.94756 -0.27544
C 0.98884 -0.38076 0.06255
C 1.89788 -0.17549 1.19242
O 1.26383 -1.42857 0.97966
H 0.10507 2.14913 -0.58742
H -1.59644 1.72410 -0.85585
H -0.34313 1.04496 -1.90229
H -0.64315 0.46262 1.09877
H -2.47630 -0.54282 -0.16788
H -1.36909 -1.81004 0.39147
H -1.35730 -1.29810 -1.30982
H 1.46962 -0.48838 -0.91378
H 2.97693 -0.18573 1.03651
H 1.55464 0.40296 2.05029



2.
16
Properties=species:S:1:pos:R:3 method="wB97M-V/def2-TZVPD" e_tot_ev=-7390.1417 charge=0 homo_lumo_gap_ev=8.92 de_lowest_ev=4.6236 lumo_ev=0.882
C -0.46654 -0.66075 1.79756
C 0.39435 -0.92984 0.56378
C 0.81650 0.34397 -0.15238
C 0.90410 0.45746 -1.65233
C -0.10950 1.16440 -0.98114
O -1.46825 0.26148 -1.54377
H -1.40050 -0.14729 1.53100
H 0.05954 -0.01270 2.50791
H -0.72835 -1.58626 2.32124
H 1.29785 -1.47832 0.85656
H -0.13032 -1.59171 -0.13880
H 1.47136 0.95975 0.47980
H 1.70973 0.86373 -2.25133
H -0.57446 -0.18711 -1.99690
H -0.51159 2.16490 -0.88038
H -1.80002 -0.34197 -0.85400



3.
16
Properties=species:S:1:pos:R:3 method="wB97M-V/def2-TZVPD" e_tot_ev=-7392.4715 charge=0 smiles="C=C(C)C.C=O" homo_lumo_gap_ev=9.70 de_lowest_ev=2.2938 lumo_ev=0.592
C -1.00732 0.06837 -1.13711
C 1.18480 0.88718 -0.72001
C 0.03313 0.54539 -0.14756
C -0.33970 0.90315 1.27532
C 0.50529 -1.88862 0.51353
O 1.14740 -1.77603 1.52614
H -1.99606 0.06528 -0.68169
H -0.79693 -0.89439 -1.61991
H -1.00243 0.82010 -1.93014
H 1.80598 1.68374 -0.34300
H 1.42547 0.46758 -1.69629
H -0.41161 1.99025 1.35235
H -1.30368 0.47340 1.57469
H 0.39822 0.55768 2.01201
H 0.96323 -1.96802 -0.49328
H -0.60579 -1.93507 0.51494



4.
16
Properties=species:S:1:pos:R:3 method="wB97M-V/def2-TZVPD" e_tot_ev=-7389.7812 charge=0 homo_lumo_gap_ev=8.73 de_lowest_ev=4.9841 lumo_ev=0.924
O 1.96765 1.21043 0.36448
C 2.31646 -0.06320 0.10996
C 0.43946 -0.98851 -0.62505
C -0.51507 -0.31307 0.30693
C -1.95611 -0.10584 -0.09645
C -1.02828 1.06788 -0.02641
H 1.37333 1.29347 1.12933
H 2.17902 -0.72020 0.98659
H 1.71009 -0.56310 -0.84166
H 0.56262 -2.05605 -0.41945
H 0.13396 -0.85196 -1.67082
H -0.35575 -0.53015 1.36437
H -2.26093 -0.46908 -1.07469
H -2.71743 -0.20311 0.67279
H -0.67991 1.50684 -0.95773
H -1.16911 1.78567 0.77782



5.
16
Properties=species:S:1:pos:R:3 method="wB97M-V/def2-TZVPD" e_tot_ev=-7390.5192 charge=0 homo_lumo_gap_ev=8.62 de_lowest_ev=4.2461 lumo_ev=-0.219
O 2.47863 0.28372 0.19468
C 1.63603 -0.58756 0.57505
C 0.51570 -0.89648 -0.30818
C -0.93918 -0.95094 0.03185
C -1.34541 0.46343 -0.44980
C -0.22508 1.43263 -0.00602
H 0.90328 1.20049 -0.15248
H 1.83502 -1.83239 0.22870
H 1.36446 -0.67601 1.65154
H 0.74987 -0.83125 -1.37313
H -1.08425 -1.04896 1.11290
H -1.48899 -1.74253 -0.48466
H -1.43069 0.46158 -1.54335
H -2.33111 0.76533 -0.05698
H -0.28673 1.56447 1.08222
H -0.35152 2.39445 -0.50236



6.
16
Properties=species:S:1:pos:R:3 method="wB97M-V/def2-TZVPD" e_tot_ev=-7393.6855 charge=0 smiles=C[C@@H]1OC[C@@H]1C homo_lumo_gap_ev=10.62 de_lowest_ev=1.0799 lumo_ev=1.101
C 0.15021 0.19175 1.66788
C -0.21402 0.79891 0.32484
C 0.92220 1.21540 -0.61981
O 0.34509 0.49631 -1.71661
C -0.64719 -0.10193 -0.85827
C -0.44772 -1.60012 -0.74391
H -0.72810 -0.23015 2.16950
H 0.57152 0.95811 2.32862
H 0.89660 -0.60348 1.56773
H -0.93145 1.61353 0.47022
H 1.90722 0.81181 -0.34104
H 1.02424 2.28546 -0.83512
H -1.65749 0.11135 -1.23344
H -0.57555 -2.05808 -1.73019
H -1.17650 -2.04852 -0.05856
H 0.56093 -1.84036 -0.39182



7.
16
Properties=species:S:1:pos:R:3 method="wB97M-V/def2-TZVPD" e_tot_ev=-7391.4996 charge=0 smiles=C[C@@H](O)C1CC1 homo_lumo_gap_ev=8.82 de_lowest_ev=3.2658 lumo_ev=1.003
C -2.14075 0.08135 0.23968
C -0.74610 -0.15457 -0.33896
O -0.33469 1.13276 -0.87974
C 0.33315 -0.46970 0.64382
C 1.70319 -0.90610 0.28141
C 1.68669 0.52111 0.00098
H -2.07990 0.75216 1.10461
H -2.66754 -0.83076 0.53725
H -2.73335 0.58924 -0.52831
H -0.79564 -0.88069 -1.16295
H -0.23043 1.09772 -1.83065
H 0.07287 -0.37826 1.71008
H 2.31661 -1.17174 1.12385
H 1.79874 -1.54815 -0.58773
H 1.91858 0.86868 -1.02977
H 1.89857 1.29696 0.71643



8.
16
Properties=species:S:1:pos:R:3 method="wB97M-V/def2-TZVPD" e_tot_ev=-7390.0791 charge=0 smiles="C1=CC1.[H][H].CC=O" homo_lumo_gap_ev=10.41 de_lowest_ev=4.6863 lumo_ev=0.904
C 1.63985 -1.42765 -0.13207
C 0.74261 -0.59875 -1.01024
O -0.39727 -0.93395 -1.24650
C 0.68891 1.24030 0.89739
C -0.48833 1.76551 0.98301
C -0.27402 0.53103 1.79966
H 1.07869 -1.80675 0.72635
H 2.52965 -0.89133 0.20502
H 1.94914 -2.28293 -0.74108
H 1.18791 0.28281 -1.51421
H -1.71780 0.32232 -0.73795
H 1.71248 1.35833 0.58997
H -1.14867 2.59075 0.78277
H -1.94608 0.89656 -0.32179
H -0.73145 -0.41831 1.49131
H -0.16323 0.63854 2.88001



9.
16
Properties=species:S:1:pos:R:3 method="wB97M-V/def2-TZVPD" e_tot_ev=-7391.5336 charge=0 homo_lumo_gap_ev=8.59 de_lowest_ev=3.2317 lumo_ev=-0.011
C 1.99029 -0.28930 -0.28693
C 0.72606 -0.57936 0.51354
C -0.53227 0.03407 -0.01088
C -1.82475 -0.54491 0.48451
C -0.53453 1.37120 -0.56458
O 0.40287 2.18890 -0.42198
H 2.13043 0.79021 -0.35456
H 2.85261 -0.75896 0.19417
H 1.89944 -0.69540 -1.30053
H 0.57630 -1.65779 0.65688
H 0.84218 -0.16191 1.53156
H -0.46380 0.60925 -1.60076
H -2.08076 -0.00152 1.41066
H -2.64726 -0.36645 -0.21069
H -1.76447 -1.60714 0.74397
H -1.58554 1.69313 -0.77092



10.
16
Properties=species:S:1:pos:R:3 method="wB97M-V/def2-TZVPD" e_tot_ev=-7394.0513 charge=0 smiles=C[C@H]1CCOC1 homo_lumo_gap_ev=10.74 de_lowest_ev=0.7140 lumo_ev=1.130
C 1.88222 0.23305 -0.02939
C 0.37750 0.38504 0.14939
C -0.41748 -0.10909 -1.04079
C -1.82402 -0.15471 -0.47961
O -1.62093 -0.63879 0.91073
C -0.27669 -0.34551 1.33441
H 2.31375 0.89736 -0.79400
H 2.38273 0.45757 0.91292
H 2.12985 -0.79377 -0.32453
H 0.11499 1.45090 0.24281
H -0.18520 0.64730 -1.78594
H -0.11176 -1.10339 -1.39985
H -2.50657 -0.79455 -1.07509
H -2.28479 0.84277 -0.43541
H -0.25482 0.29428 2.23633
H 0.28120 -1.26846 1.57804



11.
16
Properties=species:S:1:pos:R:3 method="wB97M-V/def2-TZVPD" e_tot_ev=-7392.4002 charge=0 smiles="OC1CC=CC1.[H][H]" homo_lumo_gap_ev=9.94 de_lowest_ev=2.3651 lumo_ev=0.951
O -0.37326 -1.72442 1.35564
C 0.62101 -1.16165 0.51633
C 0.87692 0.28958 0.92960
C -0.17554 1.02309 0.14757
C -0.40671 0.37388 -0.99850
C 0.00882 -1.06386 -0.89595
H -0.06023 -1.63208 2.26418
H 1.53121 -1.77295 0.51968
H 0.88296 0.45684 2.01242
H 1.84848 0.63254 0.54516
H -1.27969 2.73457 -1.05853
H -0.65290 1.91754 0.52715
H -1.76679 2.25205 -1.32714
H -0.81116 0.77097 -1.92092
H -0.90452 -1.67759 -0.91587
H 0.66139 -1.41850 -1.70081



12.
16
Properties=species:S:1:pos:R:3 method="wB97M-V/def2-TZVPD" e_tot_ev=-7393.2396 charge=0 smiles="CC/C=C/CO" homo_lumo_gap_ev=10.55 de_lowest_ev=1.5258 lumo_ev=1.091
C -2.20197 -0.90497 -0.76897
C -1.42828 -0.35763 0.43496
C 2.32941 0.50429 0.21959
O 2.73394 1.65572 -0.54318
C 0.86992 0.47339 0.60308
C 0.07886 -0.56925 0.30366
H -3.28246 -0.79194 -0.68039
H -1.90024 -0.27052 -1.60399
H -1.92528 -1.95611 -0.82661
H -1.72377 0.69214 0.51108
H -1.69471 -0.77691 1.41789
H 2.88462 0.53916 1.17095
H 2.56201 -0.34732 -0.42212
H 1.95922 2.21659 -0.50368
H 0.38231 1.43276 0.77817
H 0.35642 -1.53942 -0.09043